1.
{"formula": "C24H72N4O14", "method": "ωB97M-V/def2-TZVPD", "orbital_gap_ev": [8.137, 3.493], "e_lumo_ev": [-2.3, -6.9], "total_charge": 1, "multiplicity": 2, "species": ["O", "H", "H", "O", "H", "H", "O", "H", "H", "O", "H", "H", "O", "H", "H", "O", "H", "H", "C", "O", "C", "C", "N", "C", "C", "O", "C", "H", "H", "H", "H", "H", "H", "H", "H", "H", "H", "H", "H", "H", "H", "H", "C", "O", "C", "C", "N", "C", "C", "O", "C", "H", "H", "H", "H", "H", "H", "H", "H", "H", "H", "H", "H", "H", "H", "H", "C", "O", "C", "C", "N", "C", "C", "O", "C", "H", "H", "H", "H", "H", "H", "H", "H", "H", "H", "H", "H", "H", "H", "H", "C", "O", "C", "C", "N", "C", "C", "O", "C", "H", "H", "H", "H", "H", "H", "H", "H", "H", "H", "H", "H", "H", "H", "H"], "coordinates": [[-0.713, 1.652, -1.008], [-1.209, 1.510, -0.202], [-1.356, 1.994, -1.629], [0.477, -4.041, 1.468], [-0.331, -3.561, 1.287], [0.519, -4.709, 0.783], [-2.865, -0.745, 0.613], [-3.027, -0.874, -0.321], [-1.929, -0.917, 0.720], [-0.095, -0.996, 0.525], [0.469, -0.745, -0.206], [0.511, -1.258, 1.217], [2.128, -2.059, 2.117], [1.663, -2.895, 2.103], [2.628, -2.048, 1.300], [1.927, 0.395, -1.429], [1.792, 0.647, -2.342], [1.190, 0.788, -0.960], [1.261, 4.531, 3.609], [2.203, 3.865, 2.794], [1.817, 2.485, 2.491], [2.613, 2.117, 1.325], [4.104, 2.384, 1.524], [4.768, 2.406, 0.181], [6.304, 2.072, 0.333], [6.529, 1.260, 1.445], [7.689, 0.423, 1.324], [0.303, 4.526, 3.089], [1.587, 5.571, 3.634], [1.088, 4.113, 4.600], [0.788, 2.645, 2.168], [1.847, 1.879, 3.397], [2.194, 2.742, 0.536], [2.480, 1.088, 0.991], [4.509, 1.647, 2.083], [4.524, 3.206, -0.517], [4.319, 1.557, -0.335], [6.921, 2.953, 0.509], [6.614, 1.544, -0.568], [7.805, -0.055, 2.297], [8.627, 0.922, 1.081], [7.472, -0.312, 0.549], [6.387, 0.044, -2.889], [5.406, -0.348, -1.893], [5.521, -1.744, -1.606], [4.583, -2.089, -0.403], [3.089, -2.090, -0.540], [2.782, -2.954, -1.714], [1.330, -3.129, -1.861], [1.043, -4.247, -2.741], [-0.207, -4.218, -3.464], [7.386, 0.326, -2.556], [5.895, 0.819, -3.478], [6.468, -0.749, -3.632], [6.556, -1.974, -1.352], [5.360, -2.440, -2.430], [4.843, -1.329, 0.333], [4.852, -3.088, -0.059], [2.769, -1.180, -0.841], [3.358, -3.862, -1.536], [2.992, -2.394, -2.625], [0.886, -2.216, -2.259], [0.848, -3.240, -0.890], [-1.113, -4.212, -2.858], [-0.360, -5.149, -4.009], [-0.358, -3.334, -4.083], [-2.005, -1.113, -2.754], [-3.256, -1.248, -2.194], [-4.298, -1.260, -3.133], [-5.662, -1.568, -2.472], [-5.611, -2.724, -1.502], [-5.670, -4.010, -2.181], [-5.424, -5.115, -1.089], [-4.082, -5.313, -0.631], [-3.523, -4.110, 0.030], [-1.914, -0.046, -2.959], [-1.774, -1.634, -3.683], [-1.252, -1.419, -2.027], [-4.121, -2.149, -3.739], [-4.396, -0.344, -3.716], [-6.408, -1.815, -3.228], [-5.930, -0.772, -1.777], [-4.755, -2.662, -0.970], [-4.871, -4.163, -2.906], [-6.668, -4.170, -2.589], [-5.869, -6.036, -1.466], [-6.012, -4.847, -0.212], [-3.155, -3.288, -0.584], [-2.700, -4.513, 0.620], [-4.219, -3.663, 0.740], [-1.652, 0.740, 3.798], [-1.172, 2.172, 3.844], [-1.973, 2.989, 4.651], [-2.736, 4.065, 3.761], [-3.873, 3.514, 2.960], [-4.534, 4.588, 2.154], [-3.959, 4.837, 0.730], [-4.808, 4.366, -0.343], [-4.406, 4.535, -1.697], [-0.863, 0.141, 3.343], [-2.578, 0.554, 3.253], [-1.639, 0.338, 4.811], [-1.392, 3.517, 5.407], [-2.729, 2.333, 5.082], [-2.053, 4.557, 3.068], [-3.220, 4.763, 4.444], [-3.444, 2.806, 2.383], [-4.447, 5.567, 2.627], [-5.600, 4.362, 2.129], [-2.942, 4.490, 0.548], [-3.824, 5.900, 0.530], [-4.476, 5.623, -1.722], [-5.111, 4.104, -2.408], [-3.457, 4.209, -2.122]], "lowdin_spin": [0.000, 0.000, 0.000, 0.000, 0.000, 0.000, 0.000, 0.000, 0.000, 0.000, 0.000, 0.000, 0.000, 0.000, 0.000, 0.005, 0.000, 0.000, 0.003, 0.036, 0.001, 0.047, 0.696, 0.083, 0.003, 0.013, 0.001, 0.002, 0.000, 0.000, -0.001, 0.000, 0.001, 0.024, 0.019, 0.011, 0.046, 0.003, 0.001, 0.000, 0.001, 0.000, 0.000, 0.003, 0.000, 0.000, 0.000, 0.000, 0.000, 0.000, 0.000, 0.000, 0.000, 0.000, 0.000, 0.000, 0.000, 0.000, 0.000, 0.000, 0.000, 0.000, 0.000, 0.000, 0.000, 0.000, 0.000, 0.000, 0.000, 0.000, 0.000, 0.000, 0.000, 0.000, 0.000, 0.000, 0.000, 0.000, 0.000, 0.000, 0.000, 0.000, 0.000, 0.000, 0.000, 0.000, 0.000, 0.000, 0.000, 0.000, 0.000, 0.000, 0.000, 0.000, 0.000, 0.000, 0.000, 0.000, 0.000, 0.000, 0.000, 0.000, 0.000, 0.000, 0.000, 0.000, 0.000, 0.000, 0.000, 0.000, 0.000, 0.000, 0.000, 0.000]}

=====

2.
{"formula": "C24H72N4O14", "method": "ωB97M-V/def2-TZVPD", "orbital_gap_ev": [8.873, 3.898], "e_lumo_ev": [-2.0, -6.9], "total_charge": 1, "multiplicity": 2, "species": ["O", "H", "H", "O", "H", "H", "O", "H", "H", "O", "H", "H", "O", "H", "H", "O", "H", "H", "C", "O", "C", "C", "N", "C", "C", "O", "C", "H", "H", "H", "H", "H", "H", "H", "H", "H", "H", "H", "H", "H", "H", "H", "C", "O", "C", "C", "N", "C", "C", "O", "C", "H", "H", "H", "H", "H", "H", "H", "H", "H", "H", "H", "H", "H", "H", "H", "C", "O", "C", "C", "N", "C", "C", "O", "C", "H", "H", "H", "H", "H", "H", "H", "H", "H", "H", "H", "H", "H", "H", "H", "C", "O", "C", "C", "N", "C", "C", "O", "C", "H", "H", "H", "H", "H", "H", "H", "H", "H", "H", "H", "H", "H", "H", "H"], "coordinates": [[7.839, 5.287, 18.317], [7.789, 6.014, 18.937], [8.413, 5.605, 17.620], [9.673, 5.467, 15.848], [9.728, 4.516, 15.748], [9.322, 5.777, 15.014], [8.741, 2.315, 13.040], [9.379, 2.674, 12.425], [8.560, 3.034, 13.646], [8.317, 2.939, 16.149], [8.735, 2.217, 16.618], [7.874, 3.444, 16.832], [8.654, -0.232, 14.651], [8.754, 0.630, 14.247], [7.866, -0.154, 15.188], [7.896, 0.128, 17.837], [8.216, 0.028, 18.733], [7.005, 0.464, 17.936], [11.954, -3.531, 19.701], [11.441, -2.438, 20.443], [10.063, -2.731, 20.893], [9.471, -1.470, 21.425], [9.394, -0.364, 20.391], [9.349, 0.963, 21.098], [9.438, 2.147, 20.168], [10.747, 2.427, 20.100], [11.046, 3.712, 19.489], [12.867, -3.166, 19.231], [11.317, -3.907, 18.900], [12.218, -4.233, 20.492], [10.220, -3.480, 21.669], [9.482, -3.118, 20.055], [10.008, -1.209, 22.338], [8.405, -1.499, 21.649], [10.312, -0.452, 19.979], [10.171, 1.068, 21.805], [8.442, 1.160, 21.670], [8.846, 2.971, 20.565], [8.970, 1.936, 19.206], [11.962, 4.074, 19.956], [10.227, 4.411, 19.657], [11.177, 3.516, 18.425], [12.264, 8.036, 13.900], [10.916, 7.661, 13.949], [10.009, 8.327, 13.133], [8.576, 8.142, 13.792], [8.180, 6.654, 13.792], [6.750, 6.537, 14.063], [6.046, 5.190, 13.904], [6.015, 4.881, 12.534], [5.576, 3.534, 12.430], [12.946, 7.687, 14.675], [12.331, 9.109, 14.084], [12.601, 7.752, 12.903], [10.055, 7.950, 12.111], [10.197, 9.391, 12.988], [7.953, 8.912, 13.338], [8.684, 8.414, 14.842], [8.288, 6.438, 12.811], [6.463, 7.215, 13.260], [6.501, 6.993, 15.021], [5.078, 5.274, 14.398], [6.604, 4.479, 14.512], [5.473, 3.315, 11.367], [4.680, 3.301, 13.005], [6.230, 2.776, 12.860], [3.265, -0.157, 21.378], [3.823, 0.926, 20.698], [5.222, 0.860, 20.587], [5.685, 2.085, 19.791], [5.725, 1.896, 18.305], [4.389, 1.811, 17.624], [4.577, 2.586, 16.313], [4.600, 3.986, 16.573], [3.505, 4.540, 17.320], [3.297, 0.089, 22.439], [3.702, -1.142, 21.212], [2.224, -0.293, 21.087], [5.522, 0.009, 19.975], [5.687, 0.719, 21.563], [6.674, 2.468, 20.041], [5.086, 2.981, 19.954], [6.087, 2.694, 17.802], [3.565, 2.132, 18.262], [4.150, 0.761, 17.454], [3.639, 2.397, 15.793], [5.441, 2.341, 15.696], [3.573, 5.625, 17.238], [3.485, 4.304, 18.384], [2.520, 4.272, 16.938], [11.217, 0.737, 16.516], [12.610, 1.077, 16.835], [13.295, 0.032, 17.619], [13.040, 0.334, 19.089], [13.799, 1.443, 19.689], [13.888, 1.442, 21.120], [14.271, 0.087, 21.829], [14.392, 0.362, 23.236], [14.296, -0.891, 23.936], [10.565, 0.831, 17.384], [11.193, -0.334, 16.314], [10.859, 1.415, 15.742], [14.367, 0.034, 17.425], [12.918, -0.929, 17.270], [13.420, -0.533, 19.629], [11.994, 0.542, 19.318], [13.434, 2.262, 19.223], [12.930, 1.823, 21.472], [14.453, 2.310, 21.462], [15.254, -0.241, 21.491], [13.509, -0.682, 21.698], [14.359, -0.645, 24.996], [15.169, -1.469, 23.636], [13.398, -1.502, 23.843]], "lowdin_spin": [0.000, 0.000, 0.000, 0.000, 0.000, 0.000, 0.000, 0.000, 0.000, 0.000, 0.000, 0.000, 0.000, 0.000, 0.000, 0.000, 0.000, 0.000, 0.000, 0.001, 0.000, 0.000, 0.002, 0.000, 0.000, 0.003, 0.000, 0.000, 0.000, 0.000, 0.000, 0.000, 0.000, 0.000, 0.001, 0.000, 0.000, 0.000, 0.000, 0.000, 0.000, 0.000, 0.000, 0.000, 0.000, 0.000, 0.000, 0.000, 0.000, 0.000, 0.000, 0.000, 0.000, 0.000, 0.000, 0.000, 0.000, 0.000, 0.000, 0.000, 0.000, 0.000, 0.000, 0.000, 0.000, 0.000, 0.000, 0.000, 0.000, 0.000, 0.000, 0.000, 0.000, 0.000, 0.000, 0.000, 0.000, 0.000, 0.000, 0.000, 0.000, 0.000, 0.000, 0.000, 0.000, 0.000, 0.000, 0.000, 0.000, 0.000, 0.003, 0.010, 0.018, 0.072, 0.650, 0.103, 0.008, 0.000, 0.000, 0.002, 0.000, 0.000, 0.001, 0.000, 0.001, 0.034, 0.016, 0.055, 0.016, 0.002, 0.000, 0.000, 0.000, 0.000]}

=====

3.
{"formula": "C24H72N6O9", "method": "ωB97M-V/def2-TZVPD", "smiles": "COC[C@H](C)N.COC[C@H](C)N.COC[C@H](C)N.COC[C@H](C)N.COC[C@H](C)N.COC[C@H](C)N.O.O.O", "orbital_gap_ev": 9.579, "e_lumo_ev": 0.6, "species": ["C", "C", "C", "O", "C", "N", "H", "H", "H", "H", "H", "H", "H", "H", "H", "H", "H", "C", "C", "C", "O", "C", "N", "H", "H", "H", "H", "H", "H", "H", "H", "H", "H", "H", "C", "C", "C", "O", "C", "N", "H", "H", "H", "H", "H", "H", "H", "H", "H", "H", "H", "C", "C", "C", "O", "C", "N", "H", "H", "H", "H", "H", "H", "H", "H", "H", "H", "H", "C", "C", "C", "O", "C", "N", "H", "H", "H", "H", "H", "H", "H", "H", "H", "H", "H", "C", "C", "C", "O", "C", "N", "H", "H", "H", "H", "H", "H", "H", "H", "H", "H", "H", "O", "H", "H", "O", "H", "H", "O", "H", "H"], "coordinates": [[11.055, 10.717, 19.419], [9.589, 10.558, 18.927], [8.685, 11.735, 19.394], [7.370, 11.477, 18.968], [6.398, 12.472, 19.053], [9.682, 10.517, 17.457], [11.122, 10.651, 20.504], [11.494, 11.660, 19.093], [11.651, 9.894, 19.025], [9.270, 9.598, 19.334], [9.005, 12.727, 19.077], [8.691, 11.771, 20.484], [6.893, 13.427, 18.879], [6.024, 12.387, 20.073], [5.549, 12.270, 18.400], [8.780, 10.474, 17.004], [9.940, 9.559, 17.267], [13.994, 11.213, 11.927], [15.042, 10.503, 12.758], [14.481, 9.788, 14.074], [13.881, 10.823, 14.892], [13.124, 10.377, 15.978], [15.491, 9.460, 11.901], [14.232, 11.433, 10.886], [13.890, 12.242, 12.270], [13.029, 10.717, 12.029], [15.871, 11.198, 12.891], [15.186, 9.123, 14.573], [13.654, 9.151, 13.764], [12.618, 11.280, 16.320], [13.839, 9.958, 16.685], [12.315, 9.689, 15.730], [16.172, 8.883, 12.375], [15.855, 9.825, 11.032], [11.098, 8.140, 12.618], [9.828, 8.790, 13.247], [8.610, 7.802, 13.272], [8.375, 7.441, 11.922], [7.442, 6.414, 11.764], [10.105, 9.157, 14.668], [10.966, 8.014, 11.544], [11.319, 7.178, 13.080], [11.956, 8.803, 12.736], [9.670, 9.711, 12.686], [7.699, 8.291, 13.618], [8.916, 7.001, 13.945], [6.675, 6.338, 12.534], [7.778, 5.380, 11.673], [6.900, 6.671, 10.854], [10.712, 9.956, 14.558], [9.323, 9.616, 15.113], [9.202, 14.395, 11.372], [10.719, 14.287, 11.521], [11.490, 15.097, 10.492], [11.289, 14.687, 9.122], [11.672, 13.294, 8.873], [10.986, 14.482, 12.928], [8.643, 13.889, 12.159], [8.856, 13.864, 10.486], [8.888, 15.436, 11.295], [10.919, 13.232, 11.334], [12.575, 15.128, 10.599], [11.186, 16.141, 10.549], [10.923, 12.543, 9.124], [12.620, 13.185, 9.401], [12.011, 13.183, 7.843], [10.841, 15.420, 13.274], [10.326, 13.889, 13.411], [7.762, 12.672, 15.470], [6.624, 11.690, 15.256], [6.325, 11.372, 13.807], [6.242, 12.503, 12.984], [6.186, 12.173, 11.606], [6.861, 10.486, 15.964], [7.980, 12.933, 16.505], [7.679, 13.559, 14.841], [8.704, 12.242, 15.131], [5.733, 12.229, 15.578], [5.408, 10.788, 13.718], [7.138, 10.840, 13.312], [5.391, 11.487, 11.313], [7.136, 11.713, 11.333], [6.202, 12.999, 10.895], [6.167, 9.797, 15.712], [6.597, 10.666, 16.922], [11.444, 13.100, 22.538], [12.616, 13.673, 21.799], [12.185, 14.226, 20.455], [13.419, 14.534, 19.675], [13.111, 14.937, 18.365], [13.227, 14.693, 22.601], [11.002, 12.357, 21.875], [10.625, 13.809, 22.656], [11.724, 12.744, 23.530], [13.244, 12.824, 21.528], [11.617, 15.140, 20.627], [11.567, 13.584, 19.827], [12.932, 14.153, 17.629], [13.925, 15.539, 17.961], [12.198, 15.533, 18.330], [12.566, 15.413, 22.856], [13.878, 15.125, 21.961], [11.629, 11.841, 14.143], [12.509, 11.527, 14.354], [11.740, 12.339, 13.334], [10.688, 12.979, 16.647], [10.882, 12.510, 15.835], [10.237, 12.335, 17.194], [10.915, 15.759, 16.313], [10.855, 14.806, 16.381], [10.071, 16.076, 16.636]], "lowdin_charge": [-0.048, -0.361, -0.178, -0.224, -0.101, 0.045, 0.067, 0.058, 0.078, 0.137, 0.119, 0.123, 0.091, 0.090, 0.087, 0.028, 0.077, -0.071, -0.414, -0.104, -0.228, -0.106, 0.009, 0.076, 0.078, 0.070, 0.133, 0.125, 0.098, 0.081, 0.104, 0.074, 0.073, 0.077, -0.038, -0.378, -0.188, -0.183, -0.133, 0.045, 0.078, 0.083, 0.036, 0.122, 0.107, 0.126, 0.080, 0.083, 0.086, 0.014, 0.028, -0.051, -0.439, -0.179, -0.196, -0.078, 0.047, 0.062, 0.071, 0.088, 0.112, 0.120, 0.125, 0.083, 0.072, 0.083, 0.081, 0.052, -0.036, -0.445, -0.209, -0.184, -0.110, 0.060, 0.065, 0.083, 0.061, 0.136, 0.130, 0.115, 0.089, 0.077, 0.086, 0.087, 0.062, -0.070, -0.479, -0.162, -0.188, -0.135, 0.052, 0.047, 0.080, 0.087, 0.145, 0.125, 0.094, 0.070, 0.090, 0.065, 0.076, 0.068, -0.057, -0.018, 0.017, -0.075, -0.005, -0.019, -0.065, -0.029, 0.032]}